Entry 1:
{"formula": "C29H44BN9RuSSi", "method": "ωB97M-V with the def2-TZVPD basis set", "elements": ["Ru", "C", "C", "C", "C", "C", "C", "N", "N", "B", "N", "C", "C", "C", "N", "C", "C", "C", "N", "C", "C", "C", "N", "C", "C", "C", "H", "H", "H", "H", "H", "H", "H", "H", "H", "H", "H", "H", "H", "H", "H", "H", "H", "H", "H", "H", "H", "H", "H", "H", "H", "H", "H", "H", "C", "Si", "C", "C", "C", "C", "C", "C", "N", "C", "S", "H", "H", "H", "H", "H", "H", "H", "H", "H", "H", "H", "H", "N", "C", "C", "C", "N", "H", "H", "H", "H"], "positions_angstrom": [[0.524, 0.081, -0.502], [-2.076, 1.779, -1.919], [-2.543, 0.638, -2.823], [-2.815, 1.166, -4.239], [-1.589, -0.523, -2.923], [-1.778, -1.658, -3.723], [-0.611, -2.381, -3.621], [0.216, -1.735, -2.795], [-0.376, -0.597, -2.350], [1.698, -2.021, -2.481], [1.818, -2.545, -1.054], [2.358, -3.698, -0.657], [2.264, -3.760, 0.712], [1.631, -2.578, 1.109], [1.372, -1.833, 0.010], [1.293, -2.304, 2.555], [-0.169, -2.662, 2.842], [1.609, -0.895, 3.043], [2.460, -0.690, -2.574], [3.561, -0.377, -3.267], [3.781, 0.981, -3.156], [2.734, 1.458, -2.360], [1.950, 0.432, -2.018], [2.382, 2.870, -1.993], [1.827, 3.593, -3.226], [3.574, 3.625, -1.410], [-2.410, 2.736, -2.322], [-0.985, 1.829, -1.859], [-2.467, 1.694, -0.911], [-3.485, 0.239, -2.434], [-1.901, 1.573, -4.676], [-3.566, 1.955, -4.203], [-3.183, 0.381, -4.898], [-2.643, -1.898, -4.318], [-0.309, -3.297, -4.102], [2.150, -2.828, -3.242], [2.769, -4.392, -1.372], [2.592, -4.558, 1.356], [1.917, -2.999, 3.120], [-0.842, -1.959, 2.356], [-0.356, -2.627, 3.917], [-0.407, -3.666, 2.489], [0.985, -0.160, 2.538], [2.656, -0.642, 2.875], [1.413, -0.827, 4.115], [4.110, -1.137, -3.799], [4.574, 1.552, -3.607], [1.587, 2.816, -1.245], [2.544, 3.557, -4.048], [1.627, 4.640, -2.994], [0.898, 3.132, -3.567], [4.368, 3.724, -2.153], [3.991, 3.114, -0.542], [3.272, 4.629, -1.109], [-4.961, 1.341, 3.279], [-3.427, 0.332, 3.574], [-3.828, -1.119, 4.675], [-2.082, 1.356, 4.356], [-2.867, -0.438, 1.928], [-3.538, -1.574, 1.478], [-3.099, -2.311, 0.378], [-1.941, -1.919, -0.251], [-1.305, -0.810, 0.135], [-1.762, -0.072, 1.154], [-0.778, 1.339, 1.272], [-5.375, 1.675, 4.235], [-5.732, 0.758, 2.771], [-4.754, 2.228, 2.677], [-3.981, -0.768, 5.699], [-3.028, -1.862, 4.692], [-4.749, -1.622, 4.371], [-2.307, 1.493, 5.416], [-2.014, 2.344, 3.897], [-1.103, 0.880, 4.275], [-4.422, -1.909, 2.009], [-3.635, -3.184, 0.034], [-1.507, -2.477, -1.069], [2.062, 2.027, 1.499], [3.259, 2.177, 2.083], [4.107, 1.250, 1.518], [3.320, 0.568, 0.586], [2.080, 1.056, 0.579], [1.207, 2.526, 1.689], [3.424, 2.925, 2.840], [5.145, 1.086, 1.745], [3.591, -0.242, -0.070]], "forces_ev_per_angstrom": [[-1.08, 0.25, -0.73], [-0.01, 0.01, -0.07], [0.01, 0.02, -0.02], [-0.02, -0.12, -0.05], [0.15, 0.01, -0.01], [-0.03, 0.09, -0.05], [-0.03, 0.00, -0.11], [0.07, 0.09, -0.04], [-0.46, -0.28, 0.34], [0.04, -0.05, -0.04], [0.08, -0.13, 0.08], [0.00, -0.06, 0.05], [-0.05, -0.06, 0.08], [0.11, 0.15, -0.02], [0.11, 0.02, -0.11], [-0.23, 0.21, -0.14], [0.07, -0.14, 0.03], [0.05, -0.07, 0.02], [0.06, 0.06, -0.23], [0.03, 0.08, -0.03], [-0.01, 0.05, 0.00], [-0.20, 0.07, -0.05], [0.54, 0.02, 0.46], [0.04, -0.01, -0.09], [-0.04, -0.03, 0.02], [0.00, -0.04, 0.00], [-0.04, -0.02, 0.02], [0.02, 0.05, -0.03], [0.08, -0.03, 0.09], [0.00, 0.02, 0.01], [-0.01, 0.02, 0.01], [0.02, 0.01, 0.01], [0.01, 0.03, -0.01], [0.02, 0.03, -0.02], [0.04, 0.03, 0.01], [-0.03, 0.03, 0.02], [-0.02, 0.03, -0.03], [0.00, 0.03, 0.01], [0.02, -0.03, -0.04], [0.02, -0.05, 0.05], [-0.01, 0.02, -0.01], [-0.01, 0.00, 0.01], [-0.03, 0.00, 0.06], [-0.01, 0.00, 0.04], [-0.01, -0.01, -0.01], [-0.06, -0.01, -0.03], [-0.02, 0.00, 0.00], [-0.02, 0.04, 0.03], [0.00, 0.03, 0.01], [-0.02, -0.01, 0.00], [0.02, -0.01, -0.02], [-0.01, 0.01, 0.01], [0.01, -0.01, 0.01], [0.02, 0.00, -0.02], [-0.06, 0.09, 0.01], [-0.02, 0.02, -0.06], [-0.06, -0.08, 0.07], [0.09, 0.08, -0.01], [-0.10, -0.15, -0.09], [0.03, 0.02, 0.00], [-0.05, 0.07, 0.04], [0.14, -0.12, -0.02], [0.55, 0.08, 0.55], [-0.34, 0.07, -0.02], [0.01, 0.38, -0.30], [-0.01, 0.01, -0.03], [0.01, 0.01, 0.00], [-0.01, -0.02, -0.01], [0.00, -0.02, -0.01], [0.01, 0.03, 0.00], [0.02, -0.01, 0.00], [-0.01, 0.00, -0.02], [0.03, -0.01, 0.01], [-0.01, -0.01, 0.03], [0.02, -0.03, -0.01], [0.03, -0.02, 0.02], [0.02, -0.02, 0.03], [0.15, 0.15, -0.03], [0.00, 0.03, -0.03], [0.02, -0.07, -0.09], [0.15, 0.23, 0.09], [0.25, -1.01, 0.34], [0.00, -0.05, 0.08], [-0.03, 0.01, -0.02], [-0.01, 0.02, 0.00], [-0.02, -0.01, 0.00]], "orbital_gap_ev": [7.6, 7.4], "e_above_lowest_kj_mol": 0.0, "total_charge": 1, "fmax_ev_per_a": 1.33, "spin_multiplicity": 2}



Entry 2:
{"formula": "C29H44BrN3P2Pt", "method": "ωB97M-V with the def2-TZVPD basis set", "elements": ["C", "C", "C", "C", "N", "C", "C", "C", "C", "C", "C", "C", "C", "C", "Pt", "P", "H", "H", "H", "H", "H", "H", "H", "H", "C", "C", "H", "H", "H", "H", "H", "C", "C", "H", "H", "H", "H", "H", "C", "C", "H", "H", "H", "H", "H", "Br", "P", "C", "C", "H", "H", "H", "H", "H", "C", "C", "H", "H", "H", "H", "H", "C", "C", "H", "H", "H", "H", "H", "C", "C", "N", "C", "C", "N", "H", "H", "H", "H", "H", "H"], "positions_angstrom": [[0.144, 5.914, -3.210], [-0.031, 4.570, -3.712], [-0.356, 4.522, -5.080], [-0.675, 5.685, -5.800], [-0.600, 6.915, -5.300], [-0.177, 7.010, -4.033], [-0.056, 3.263, -2.992], [0.149, 2.719, -1.791], [-0.216, 2.479, -0.410], [0.651, 2.506, 0.705], [0.129, 2.101, 1.903], [-0.993, 1.203, 1.906], [-1.816, 1.124, 0.752], [-1.533, 1.948, -0.285], [-0.402, 1.349, -3.057], [2.236, -1.225, 0.918], [-0.439, 3.557, -5.562], [0.497, 6.174, -2.214], [-1.019, 5.595, -6.832], [-0.119, 8.057, -3.694], [-2.247, 2.043, -1.114], [1.638, 2.942, 0.550], [-2.612, 0.391, 0.755], [0.616, 2.423, 2.821], [2.569, -2.795, 1.783], [3.656, -3.681, 1.171], [1.613, -3.342, 1.835], [2.837, -2.520, 2.816], [3.869, -4.500, 1.873], [3.331, -4.134, 0.223], [4.598, -3.136, 0.999], [2.739, -1.294, -0.831], [3.843, -0.309, -1.244], [1.836, -1.132, -1.444], [3.082, -2.326, -1.026], [3.935, -0.316, -2.339], [3.622, 0.723, -0.939], [4.821, -0.595, -0.832], [3.175, 0.075, 1.756], [4.614, -0.334, 2.051], [2.642, 0.318, 2.687], [3.128, 0.976, 1.127], [5.138, 0.523, 2.489], [4.666, -1.163, 2.766], [5.169, -0.622, 1.150], [0.042, -0.839, 1.919], [-1.170, -1.414, -1.005], [-0.257, -3.166, -0.900], [-0.868, -4.513, -1.201], [0.039, -3.162, 0.161], [0.653, -3.006, -1.494], [-0.079, -5.215, -1.495], [-1.325, -4.961, -0.315], [-1.591, -4.498, -2.015], [-2.482, -2.132, 0.263], [-3.454, -3.264, 0.028], [-3.071, -1.263, 0.565], [-1.847, -2.385, 1.115], [-3.902, -3.521, 0.996], [-4.267, -2.967, -0.634], [-3.030, -4.195, -0.342], [-2.342, -1.171, -2.357], [-2.522, -2.479, -3.093], [-1.951, -0.350, -3.009], [-3.278, -0.819, -1.893], [-3.001, -2.303, -4.059], [-1.553, -2.949, -3.276], [-3.170, -3.153, -2.527], [-0.093, 0.715, 4.858], [-1.461, 1.029, 4.417], [-1.857, 1.140, 3.151], [-3.251, 0.971, 3.116], [-3.695, 0.862, 4.389], [-2.559, 0.912, 5.195], [0.169, 1.379, 5.686], [-0.055, -0.325, 5.216], [0.613, 0.848, 4.038], [-3.838, 0.945, 2.217], [-4.691, 0.720, 4.784], [-2.507, 0.847, 6.212]], "forces_ev_per_angstrom": [[-0.14, -2.51, 1.06], [-0.54, 0.32, -0.68], [0.60, -1.38, 1.66], [0.04, 1.81, -1.18], [0.29, -0.80, 0.71], [-0.93, 1.92, -2.03], [1.45, 1.65, 1.05], [-1.44, 0.71, -0.53], [0.78, -0.04, 0.24], [-0.39, 0.50, -1.26], [0.87, 0.18, 0.46], [-1.46, -0.12, 2.64], [-0.10, 0.77, -0.73], [-0.84, -0.86, -0.37], [-0.05, -1.04, -0.35], [2.04, -0.68, -0.58], [-0.12, 0.00, -0.13], [0.06, -0.41, -0.06], [-0.18, 0.03, 0.22], [0.36, -0.60, 0.21], [0.41, -0.16, 0.34], [-0.25, 0.02, 0.53], [-0.17, 0.58, -0.13], [-0.10, -0.32, -0.14], [-0.23, -0.17, 0.27], [0.28, -0.22, -0.14], [0.32, 0.06, 0.06], [-0.17, -0.03, -0.25], [-0.05, 0.23, -0.27], [0.12, 0.14, 0.32], [-0.33, -0.18, 0.07], [0.22, -0.20, -0.64], [0.16, 0.06, -0.15], [0.28, -0.08, 0.25], [-0.26, 0.35, 0.07], [0.00, -0.03, 0.28], [0.09, -0.23, -0.10], [-0.39, 0.16, -0.21], [-0.25, 0.30, 0.01], [0.51, 0.06, 0.12], [0.13, -0.11, -0.14], [0.09, -0.22, 0.17], [-0.03, -0.20, -0.01], [-0.01, 0.22, -0.15], [-0.18, 0.07, 0.29], [-1.28, 0.78, 1.00], [-0.36, -2.64, 2.03], [0.59, 1.73, -0.77], [-0.12, -0.88, -0.14], [0.05, 0.28, -0.29], [-0.10, -0.27, 0.15], [-0.02, 0.19, -0.01], [0.07, 0.14, -0.25], [0.13, -0.19, 0.24], [1.03, 1.31, 0.34], [-0.51, -0.40, -0.37], [-0.21, -0.10, 0.22], [-0.22, -0.01, -0.07], [-0.02, 0.19, -0.14], [-0.06, -0.07, 0.01], [-0.09, 0.36, -0.02], [-0.09, -0.62, 0.07], [-0.41, 0.19, -1.24], [-0.13, 0.18, -0.43], [0.25, 0.19, -0.43], [-0.05, -0.19, 0.01], [-0.26, 0.02, -0.10], [0.24, 0.15, -0.09], [0.41, 0.52, 0.47], [-0.52, -0.64, 0.85], [0.19, -0.43, -1.41], [-0.45, 0.23, 0.28], [0.70, -0.04, 0.12], [0.60, 0.14, -0.87], [0.23, -0.14, 0.01], [0.00, 0.28, -0.12], [-0.07, -0.13, 0.47], [0.05, 0.24, 0.06], [0.14, 0.13, -0.04], [-0.21, -0.06, -0.32]], "orbital_gap_ev": [4.4, 3.1], "e_above_lowest_kj_mol": 322.8, "total_charge": 4, "fmax_ev_per_a": 3.35, "spin_multiplicity": 5}



Entry 3:
{"formula": "C29H44BrN3P2Ti", "method": "ωB97M-V with the def2-TZVPD basis set", "elements": ["C", "C", "C", "C", "N", "C", "C", "C", "C", "C", "C", "C", "C", "C", "Ti", "P", "H", "H", "H", "H", "H", "H", "H", "H", "C", "C", "H", "H", "H", "H", "H", "C", "C", "H", "H", "H", "H", "H", "C", "C", "H", "H", "H", "H", "H", "Br", "P", "C", "C", "H", "H", "H", "H", "H", "C", "C", "H", "H", "H", "H", "H", "C", "C", "H", "H", "H", "H", "H", "C", "C", "N", "C", "C", "N", "H", "H", "H", "H", "H", "H"], "positions_angstrom": [[-0.319, -6.365, -3.920], [0.171, -5.041, -3.778], [0.619, -4.414, -4.994], [0.692, -5.169, -6.184], [0.303, -6.437, -6.243], [-0.204, -7.028, -5.165], [0.278, -4.371, -2.469], [0.656, -3.624, -1.572], [0.951, -2.424, -0.871], [-0.103, -1.498, -1.021], [0.252, -0.074, -1.024], [1.383, 0.256, -0.203], [2.367, -0.701, 0.061], [2.219, -1.970, -0.481], [-0.517, -1.043, 0.930], [-2.504, 0.802, 1.314], [0.882, -3.355, -5.063], [-0.802, -6.894, -3.092], [1.066, -4.750, -7.126], [-0.535, -8.067, -5.286], [3.031, -2.643, -0.583], [-1.138, -1.889, -1.150], [3.255, -0.478, 0.661], [-0.160, 0.566, -1.801], [-2.655, 2.169, 2.612], [-3.281, 3.546, 2.292], [-1.632, 2.323, 2.988], [-3.246, 1.717, 3.431], [-3.449, 4.116, 3.218], [-2.644, 4.181, 1.664], [-4.259, 3.481, 1.802], [-2.677, 1.824, -0.208], [-3.258, 1.075, -1.405], [-1.675, 2.193, -0.476], [-3.300, 2.698, 0.036], [-2.764, 1.388, -2.332], [-3.068, 0.003, -1.340], [-4.341, 1.209, -1.499], [-4.268, 0.200, 1.477], [-5.414, 1.208, 1.257], [-4.349, -0.226, 2.491], [-4.364, -0.638, 0.771], [-6.365, 0.667, 1.134], [-5.543, 1.880, 2.117], [-5.279, 1.823, 0.356], [0.873, 1.176, 2.170], [2.142, 2.084, -0.014], [0.724, 3.150, -0.222], [0.618, 4.653, -0.517], [0.204, 3.024, 0.736], [0.127, 2.603, -0.963], [-0.404, 4.900, -0.850], [0.792, 5.262, 0.380], [1.295, 4.963, -1.316], [3.581, 2.470, 1.178], [4.904, 3.068, 0.756], [3.709, 1.434, 1.501], [3.228, 3.008, 2.068], [5.566, 3.142, 1.618], [5.435, 2.468, 0.030], [4.797, 4.075, 0.379], [2.864, 1.710, -1.623], [3.493, 2.582, -2.685], [1.991, 1.231, -2.091], [3.569, 0.916, -1.335], [3.823, 1.904, -3.481], [2.759, 3.242, -3.141], [4.369, 3.112, -2.330], [-1.028, -1.201, 4.620], [0.017, -2.005, 3.951], [0.370, -2.018, 2.662], [1.560, -2.757, 2.608], [1.882, -3.222, 3.844], [0.893, -2.739, 4.693], [-1.342, -1.716, 5.554], [-0.613, -0.210, 4.902], [-1.905, -1.061, 3.965], [2.127, -2.839, 1.711], [2.716, -3.815, 4.199], [0.856, -2.816, 5.722]], "forces_ev_per_angstrom": [[0.22, 0.11, -0.15], [-0.21, -0.67, -0.95], [-0.10, -0.35, 0.35], [-0.39, 0.23, 1.01], [0.04, -0.47, -0.13], [-0.09, 0.81, 0.62], [0.97, 1.03, -0.17], [-0.47, -1.82, -1.38], [-0.15, -0.17, -0.78], [0.24, 1.51, -0.63], [0.70, -0.72, 0.80], [0.40, 1.45, -1.57], [0.13, -1.14, 0.27], [-0.79, 0.13, 0.39], [-0.10, 1.30, 2.87], [-2.09, 1.32, 0.16], [0.11, -0.39, 0.40], [0.43, 0.25, -0.18], [-0.15, 0.05, 0.52], [0.10, 0.49, 0.13], [0.74, -0.53, 0.22], [0.59, 0.40, -0.95], [-0.25, 0.09, -0.40], [-0.51, 0.37, 0.83], [0.77, -0.17, 0.66], [-0.08, 0.10, -0.30], [-0.36, 0.03, 0.13], [0.38, 0.03, -0.27], [0.18, -0.38, -0.13], [-0.01, -0.26, 0.07], [0.30, -0.03, 0.11], [0.42, 0.21, -0.36], [0.18, -0.20, -0.32], [-0.44, 0.01, 0.27], [0.36, -0.35, -0.10], [-0.35, 0.12, 0.10], [-0.09, -0.21, 0.03], [0.31, -0.05, -0.06], [0.20, -0.52, -0.17], [-0.11, 0.04, 0.06], [0.04, 0.00, -0.33], [-0.12, 0.10, 0.18], [0.36, 0.11, 0.06], [0.09, -0.26, -0.29], [-0.05, -0.21, 0.33], [-0.69, -0.59, 1.93], [0.30, -0.69, -1.02], [-1.55, 0.62, 0.62], [0.59, 0.33, -0.30], [-0.07, -0.11, -0.46], [0.28, 0.04, 0.01], [0.36, -0.35, 0.12], [0.20, -0.24, -0.29], [-0.05, 0.15, 0.14], [-1.09, -0.86, 0.42], [0.06, 0.13, -0.63], [0.31, 0.02, 0.38], [-0.50, -0.24, -0.41], [-0.21, -0.13, 0.20], [0.05, -0.12, -0.33], [-0.05, 0.24, -0.22], [0.23, -0.05, -0.69], [0.18, -0.02, -0.18], [0.54, -0.09, -0.10], [-0.14, 0.01, -0.33], [0.02, 0.21, 0.12], [0.12, 0.31, 0.13], [0.00, 0.32, -0.04], [-0.55, 0.20, 0.36], [0.81, -0.36, 0.44], [0.26, -0.30, 0.60], [-0.20, -0.15, 0.68], [-0.28, 0.36, 0.18], [-0.18, 0.31, -0.37], [0.02, 0.39, -0.64], [-0.27, -0.49, -0.25], [0.32, 0.00, 0.37], [0.01, -0.31, -0.20], [-0.24, 0.15, -0.13], [0.06, -0.05, -1.06]], "orbital_gap_ev": [6.9, 6.5], "e_above_lowest_kj_mol": 35.1, "total_charge": 2, "fmax_ev_per_a": 3.15, "spin_multiplicity": 3}